57
Properties=species:S:1:pos:R:3 method="wB97M-V/def2-TZVPD" orbital_gap_ev="7.5 / 7.3" spin_multiplicity=1 relative_energy_kj_mol=225.2
F -3.057 -0.887 -3.681
B -1.706 -0.824 -3.472
C 1.279 3.113 2.226
H -3.722 0.267 1.722
Si -0.706 -3.748 1.525
C -2.043 0.604 0.458
H -1.197 5.027 0.936
F -1.278 -1.690 -2.454
C 0.396 2.794 0.083
C 0.459 -3.861 2.964
C 0.341 3.587 1.335
H 0.818 5.286 4.729
H -2.340 1.574 0.085
H 0.750 -1.043 -3.631
H 2.217 3.311 4.156
N 1.384 1.857 0.030
H -0.205 -5.576 -0.014
H -2.166 -5.689 1.877
N -0.862 0.135 0.040
H 2.006 -1.453 -2.662
H 1.107 -4.389 -0.047
O -0.412 2.939 -0.837
C 0.686 4.792 3.775
C 0.023 -4.507 -0.004
H -3.085 -4.341 1.201
C -2.308 -4.606 1.923
C 1.482 3.696 3.461
H 2.742 -0.372 -4.819
C -0.278 5.268 2.884
O 1.485 0.541 2.248
H 2.238 2.055 -4.915
C 2.409 0.152 -3.922
C -2.338 -1.402 1.711
C 1.636 1.398 -4.287
F -1.339 0.532 -3.057
H -2.675 -4.366 2.925
Rh 0.397 0.591 -1.512
H -0.398 -4.057 -0.908
N 1.209 2.048 -3.039
H 0.579 -4.900 3.285
S 1.118 -1.235 -0.355
N 1.529 -0.669 -3.085
H 0.737 1.119 -4.837
H 1.949 2.572 -2.587
S 2.042 1.664 1.550
O 3.466 1.793 1.474
H 3.290 0.418 -3.334
C -1.149 -1.936 1.223
C -2.792 -0.132 1.343
C -0.463 4.667 1.646
C -0.432 -1.064 0.407
F -0.937 -1.077 -4.634
H -0.885 6.119 3.163
H 0.090 -3.282 3.813
H -2.954 -1.998 2.376
H 0.414 2.663 -3.180
H 1.447 -3.474 2.699